The following is a quantum chemistry calculation of a molecular structure, C19H46N3Na2O9, from OMol25.

```
! wB97M-V def2-TZVPD RIJCOSX def2/J DEFGRID3
* xyz 1 1
Na 1.51155 1.36077 -3.91890
Na 0.57533 -1.57912 -5.81280
O -0.07456 -1.69104 -1.39587
C 0.30524 -0.74084 -2.28276
O 0.55516 0.39990 -1.84034
O 0.36140 -1.03963 -3.52315
H -0.07020 -1.17687 -0.55653
C 4.19428 0.19891 -2.72365
O 3.59552 1.47805 -2.86795
C 4.19828 2.49450 -2.06928
C 3.64744 2.42517 -0.68154
N 2.20103 2.45754 -0.75726
C 1.57591 2.30301 0.54933
C 0.07367 2.47512 0.46342
O -0.41842 2.75014 1.74841
C -1.80435 2.94514 1.74633
H 5.22324 0.21646 -3.08816
H 3.61158 -0.50922 -3.31528
H 4.16868 -0.12950 -1.68406
H 3.87562 3.43076 -2.53146
H 5.28917 2.45421 -2.10893
H 4.00002 3.28974 -0.10983
H 4.00153 1.51633 -0.15251
H 1.89776 1.67668 -1.33499
H 1.97863 3.01578 1.27155
H 1.80025 1.30163 0.96386
H -0.37010 1.53862 0.08470
H -0.16130 3.27541 -0.25338
H -2.33463 2.05092 1.37120
H -2.08511 3.78661 1.09558
H -2.12726 3.13214 2.76384
C 5.80456 -1.26117 -0.25424
O 5.30490 -1.74113 -1.48420
C 4.37857 -2.80541 -1.33262
C 3.00471 -2.26776 -1.06767
N 2.06823 -3.27899 -0.62500
C 2.03069 -3.51477 0.77989
C 1.60943 -2.36843 1.64874
O 0.36321 -1.80266 1.30313
C -0.74637 -2.65983 1.48615
H 5.04233 -0.70033 0.33018
H 6.60587 -0.55238 -0.43902
H 6.13656 -2.08296 0.39257
H 4.70421 -3.49174 -0.54629
H 4.37994 -3.29602 -2.30443
H 2.62839 -1.80150 -1.98053
H 3.08881 -1.45053 -0.32883
H 1.14263 -3.04308 -0.95499
H 3.00328 -3.85906 1.15690
H 1.38282 -4.37407 0.97187
H 2.28939 -1.52251 1.59683
H 1.54126 -2.73878 2.68186
H -0.93360 -2.83152 2.55755
H -0.63366 -3.64234 1.01843
H -1.61840 -2.15511 1.07637
C -3.32600 -1.56485 -1.68392
O -3.90406 -0.40750 -1.17463
C -2.93230 0.56683 -0.75631
C -3.68340 1.67573 -0.09235
N -4.20509 1.18822 1.17412
C -5.13154 2.13640 1.78237
C -5.62940 1.59661 3.07869
O -6.17455 0.30674 2.86313
C -6.97121 -0.12416 3.93507
H -2.65001 -2.03054 -0.96354
H -2.77034 -1.33927 -2.60529
H -4.13222 -2.26278 -1.89900
H -2.45049 0.94951 -1.67690
H -2.12731 0.15061 -0.13516
H -4.51718 1.96739 -0.75142
H -3.02208 2.51581 0.13240
H -4.71524 0.32459 1.00999
H -5.97468 2.35329 1.10503
H -4.59788 3.06484 2.01348
H -6.40225 2.26926 3.49316
H -4.82824 1.55102 3.83232
H -7.16416 -1.18390 3.77628
H -7.95565 0.37245 3.90404
H -6.50784 0.05850 4.90617
*
```

**Energy above the lowest of the compared OMol25 structures with the same formula, charge and spin**: 0.0 kJ/mol
**Frontier orbital gap**: 5.58 eV

Which charges does Löwdin predict for the atoms? In e, they are: Na 0.678; Na 0.842; O 0.062; C -0.745; O -0.020; O -0.106; H 0.107; C -0.070; O -0.264; C -0.183; C -0.214; N -0.051; C -0.186; C -0.229; O -0.159; C -0.128; H 0.113; H 0.092; H 0.060; H 0.130; H 0.134; H 0.134; H 0.115; H 0.051; H 0.129; H 0.124; H 0.096; H 0.133; H 0.046; H 0.100; H 0.100; C -0.097; O -0.252; C -0.187; C -0.217; N -0.030; C -0.221; C -0.206; O -0.213; C -0.085; H 0.081; H 0.096; H 0.098; H 0.125; H 0.131; H 0.096; H 0.111; H 0.077; H 0.127; H 0.117; H 0.113; H 0.134; H 0.103; H 0.092; H 0.077; C -0.115; O -0.174; C -0.206; C -0.240; N -0.061; C -0.206; C -0.239; O -0.194; C -0.116; H 0.067; H 0.086; H 0.095; H 0.131; H 0.113; H 0.136; H 0.071; H 0.113; H 0.130; H 0.121; H 0.128; H 0.130; H 0.088; H 0.092; H 0.089